Entry from the Open Molecules 2025 dataset: the molecule C5H6O2 (ωB97M-V/def2-TZVPD).

XYZ file:
```
13
Properties=species:S:1:pos:R:3:forces:R:3:mulliken_charge:R:1
O -2.07523 1.35257 -0.40101 -0.3 -0.6 0.0 -0.48
C -1.91464 0.16183 -0.33287 -0.6 0.2 0.0 0.01
C -1.80557 -0.61916 0.99832 -0.1 0.2 -0.2 -0.44
C -0.35266 -0.54053 0.95242 0.6 0.1 -0.3 -0.03
C 0.68682 -0.22319 0.42294 -0.1 -0.3 0.6 0.24
C 2.07606 0.09753 0.10123 0.2 -0.2 0.4 -0.57
O 2.34510 0.50514 -1.21993 -0.2 0.2 -0.1 -0.50
H -1.67853 -0.46714 -1.21405 -0.2 0.1 0.0 0.39
H -2.26198 -0.07452 1.82925 0.1 0.0 -0.2 0.29
H -2.16561 -1.65609 0.97496 0.0 0.3 -0.2 0.27
H 2.39550 0.84232 0.84149 0.2 -0.1 -0.1 0.24
H 2.64324 -0.81996 0.26099 0.2 0.1 0.0 0.27
H 1.95789 1.37775 -1.36280 0.0 -0.1 0.0 0.32
```
Forces are in eV/Å.

Values from the calculation:
Strongest force on any atom = 0.724 eV Å⁻¹
LUMO level = 0.5 eV
Total energy = -344.49556 a.u.
Relative energy (zero: lowest compared OMol25 entry of this formula, charge and spin) = 66.7 kcal/mol
SMILES = O=CCC#CCO